(1)
Here is a 3-piece molecular cluster, C37H47BClF5N4O15P overall from the Open Molecules 2025 dataset. Energies are from wB97M-V/def2-TZVPD.

- molecular weight (Da) = 960.02
- LUMO level (eV) = -3.9457
- frontier orbital gap (eV) = 6.88
- net charge = +1
- total energy (Eh) = -4111.3165
- E_HOMO (eV) = -10.8

Geometry as XYZ:
```
111
C37H47BClF5N4O15P wB97M-V/def2-TZVPD
H -1.94 -1.34 5.83
N 2.07 0.26 2.74
H -0.89 -2.95 0.32
H 3.60 3.92 4.75
C -1.24 3.12 -9.14
H -2.35 3.77 -11.97
H -4.08 1.45 -0.17
C -3.01 2.08 -10.52
C 6.80 -2.14 -3.34
Cl 2.60 1.80 7.29
C -4.63 -3.33 3.25
C -1.09 -1.34 5.10
H -0.47 3.85 -8.95
O -3.26 -3.80 3.26
F 0.82 -2.17 1.69
O -1.72 4.00 -11.26
C -1.30 -0.04 4.21
C 6.97 -1.97 -0.82
O 5.16 -2.69 0.48
C -3.83 4.26 2.00
C 2.47 -1.82 4.27
H -2.29 -0.21 3.70
H -5.09 -4.23 1.23
H -5.23 -4.06 3.85
C 1.43 -1.30 0.77
C -1.39 2.24 2.43
H -1.47 0.87 4.86
H -6.35 -3.15 1.94
H 7.55 -1.67 0.05
H -5.49 5.06 1.26
C 5.75 -2.50 -0.72
N 1.15 1.32 4.67
H 0.22 1.28 0.03
F 2.61 -1.98 0.38
H 3.64 -1.28 2.49
O 8.70 -1.29 -2.26
H -2.26 5.40 0.96
F -1.11 0.27 -4.83
C -1.50 2.13 -8.09
H 0.96 2.16 1.39
H 5.00 -2.96 -4.11
H -4.00 3.15 1.98
H 3.32 -0.71 5.84
C -0.61 -2.31 -0.54
C 0.53 -1.38 -0.52
H -2.37 2.16 2.98
C -2.60 -3.39 4.42
H -2.12 0.42 -6.67
C -1.41 3.40 1.33
C 0.09 0.11 -4.18
B -2.86 0.34 0.84
O -2.75 0.18 -7.38
F 0.85 -0.68 -5.04
C -0.12 -0.74 -2.89
H -4.01 0.33 -9.68
H -0.36 3.81 1.27
H -0.38 -3.30 4.37
C -5.25 -3.28 1.81
H 4.29 -3.09 0.28
H 1.39 -2.06 4.12
C -1.28 -1.63 -2.90
F 0.69 1.29 -3.93
O -3.16 1.12 -0.28
C 0.99 0.58 3.60
H -0.11 -1.29 5.64
H -1.88 5.12 2.68
O -0.90 2.12 -7.03
H 3.02 -2.77 4.03
C 7.59 -1.76 -2.13
H 1.58 0.11 -1.82
C 5.58 -2.68 -3.24
H -4.45 0.64 1.98
O -3.98 -0.12 1.61
H -4.65 -2.30 3.68
N -0.28 0.12 3.17
H 3.88 0.63 1.07
H -4.13 4.74 2.97
O -1.58 -0.04 1.26
H -1.24 -2.30 3.12
C -2.31 4.62 1.77
H 0.38 1.59 5.28
H -1.64 3.02 0.30
O -3.63 2.11 -11.57
P 2.74 1.97 5.20
O -3.05 -3.68 5.49
H 2.78 1.86 0.39
H 8.25 -1.53 -4.34
C 0.51 1.17 1.10
H 3.82 -0.18 3.86
H -1.97 -1.72 -3.76
H -0.69 2.66 3.21
C -1.49 -2.43 -1.70
C 0.75 -0.62 -1.73
C 3.03 -0.74 3.26
O 2.68 3.59 4.80
N 2.75 -1.53 5.70
H 1.92 -1.54 6.28
O 7.38 -1.92 -4.53
O -4.57 4.95 0.96
C 1.69 0.13 1.32
O 3.87 -3.40 -1.79
C 2.91 0.75 0.49
C -1.94 3.10 -10.28
H -2.34 -3.14 -1.65
C -2.55 1.10 -8.35
C -3.25 1.08 -9.49
C -1.26 -2.62 4.19
H -4.87 -2.44 1.18
H 3.08 0.25 -0.48
C -0.78 0.88 1.95
C 4.98 -2.90 -1.93
```

---

(2)
Here is a 4-piece molecular cluster, C37H47Br2FIN4O11S overall from the Open Molecules 2025 dataset. Energies are from wB97M-V/def2-TZVPD.

- molecular weight (Da) = 1061.58
- LUMO level (eV) = -4.8596
- frontier orbital gap (eV) = 7.05
- net charge = +1
- ΔE to the lowest compared entry with this formula, charge and spin (kcal per mole) = 293.7
- total energy (Eh) = -8427.6060
- E_HOMO (eV) = -11.9

Geometry as XYZ:
```
104
C37H47Br2FIN4O11S wB97M-V/def2-TZVPD
H -0.37 -5.30 3.54
H -2.59 2.15 -0.54
C 1.79 -2.60 4.31
C -0.96 2.03 -8.25
H -1.93 0.89 3.66
C 0.55 3.96 -8.10
H 0.28 3.49 -1.17
C 0.07 -0.26 0.09
H -2.31 -0.97 -6.38
H -1.62 -2.86 -4.51
N -2.36 -1.62 0.99
H -3.68 0.25 3.97
N -3.23 0.78 1.88
H 1.39 4.50 -7.67
H -2.32 -5.24 3.66
H -1.82 -3.39 -6.34
H -0.72 3.00 -4.51
C 8.26 0.81 6.15
H -1.25 4.36 -1.87
H 1.89 -1.42 1.10
C -2.24 -0.16 1.26
H 1.86 -0.69 5.37
C 1.41 -0.35 1.07
H -2.36 3.51 -3.54
H -3.39 -1.02 -0.82
H -2.20 3.94 2.79
H -1.53 -2.47 -1.70
H -1.83 4.40 -10.61
H 1.17 -0.06 2.19
H -1.17 -3.93 4.55
C 7.00 1.06 5.42
H 0.70 2.25 -6.85
C -1.32 -3.56 2.29
H -4.22 -2.52 0.12
H 6.17 1.64 3.48
C 2.47 -3.91 4.15
C -3.13 -4.40 -3.57
H -3.93 4.45 3.32
C -2.46 -3.06 -1.25
C 2.37 -1.64 5.27
S -4.85 0.67 1.31
C 4.15 -3.24 5.81
H -0.20 -1.26 -0.43
C -1.31 3.90 -9.80
F -5.62 -0.85 1.48
O -0.89 2.24 -2.44
C 9.45 0.93 5.55
C -0.83 1.97 0.95
C 2.62 0.65 0.50
C -3.10 -1.57 -5.73
H 8.38 1.87 2.36
C 8.29 1.58 3.40
I 4.04 1.19 2.08
H -3.32 -0.88 -4.79
O 0.16 5.73 -9.61
C -0.85 3.33 -1.44
Br 0.19 -3.80 1.00
O -4.91 1.01 -0.23
H 8.17 0.52 7.19
H 3.23 -0.03 -0.26
H -3.69 -2.16 -3.02
C 9.55 1.33 4.13
H -3.79 3.35 1.80
H -0.93 2.32 2.06
C -2.43 -2.53 2.17
H 4.08 -5.15 4.74
H 0.29 2.24 0.64
H -2.16 3.86 0.35
C -1.68 2.70 -9.36
H -3.00 2.68 4.74
O -5.82 1.72 1.98
H 2.21 1.55 -0.13
C -3.32 3.53 2.87
C 7.10 1.46 4.00
O 10.64 1.45 3.58
H 2.02 -4.60 3.45
O -2.68 -5.59 -3.12
N -3.49 2.40 3.85
H -2.16 -4.08 -0.75
Br -3.82 -2.64 3.60
H 10.38 0.75 6.07
O -1.29 0.93 -7.85
O 0.78 -2.33 3.67
N -1.07 0.46 0.79
H -2.10 1.74 -4.15
O -3.34 -4.09 -5.02
C -2.40 -3.01 -5.37
O 5.91 0.94 5.97
O 5.16 -3.52 6.44
C -1.76 2.87 -0.11
C -1.52 2.68 -3.70
C 0.18 2.75 -7.66
C -3.19 -2.00 -0.19
H -4.60 -3.46 -2.01
H -2.52 2.15 -9.78
H 3.92 -1.25 6.67
C 3.47 -1.94 5.96
C -3.05 1.05 3.34
C -3.54 -3.22 -2.50
C -1.33 -4.62 3.59
H 0.41 0.48 -0.79
C -0.17 4.62 -9.20
H -4.07 -1.65 -6.40
C 3.57 -4.20 4.85
```